Entry 1:
37
Properties=species:S:1:pos:R:3:forces:R:3:lowdin_charge:R:1 method="wB97M-V/def2-TZVPD" relative_energy_kj_mol=19.1 total_charge=+2 gap_ev=4.62
Lu -0.808 -0.066 0.593 -1.72 -0.02 1.17 0.46
I -0.999 -0.197 3.380 0.12 0.02 -0.65 0.22
Cl -2.493 0.033 -1.189 0.45 -0.03 0.22 -0.04
P -0.166 2.519 0.134 -0.21 1.68 -0.05 0.68
P -0.005 -2.543 -0.066 0.04 -1.91 -0.13 0.69
O 2.670 -0.002 1.270 -3.89 -0.13 -0.85 0.16
O 1.950 0.457 -1.587 -6.07 -1.32 -0.53 0.24
C -0.215 -3.395 -1.660 -0.08 0.41 -0.38 -0.25
C -1.354 -3.329 0.915 -0.20 0.48 0.13 -0.26
C -0.553 3.408 -1.404 -0.08 -0.36 -0.29 -0.25
C 1.284 3.418 0.738 0.33 -0.44 0.07 -0.23
C 0.151 0.006 -3.180 -2.06 -0.66 -0.69 0.00
C 0.833 0.217 -1.923 7.78 1.71 -0.49 -0.12
C -1.486 3.157 1.241 -0.15 -0.49 0.10 -0.25
C 1.458 -3.372 0.613 0.34 0.39 0.09 -0.24
C 1.547 -0.031 1.012 4.70 0.16 1.51 -0.23
H -1.112 -3.308 1.984 -0.04 -0.02 -0.26 0.04
H 1.071 4.494 0.701 0.10 -0.26 0.01 0.08
H -1.154 -3.080 -2.131 0.12 -0.16 0.08 0.05
H -0.243 -4.477 -1.471 0.05 0.30 -0.12 0.07
H -1.461 2.990 -1.856 0.12 0.19 0.08 0.04
H 1.337 -4.459 0.516 0.04 0.30 0.04 0.08
H 0.616 -3.158 -2.336 -0.11 -0.19 0.09 0.05
H -0.519 -0.865 -3.085 0.05 0.42 -0.08 0.08
H -0.715 4.463 -1.147 0.09 -0.25 -0.20 0.07
H 2.148 3.179 0.107 -0.03 0.21 0.16 0.06
H -1.568 4.234 1.051 -0.04 -0.20 0.08 0.07
H 0.278 3.317 -2.113 -0.13 0.17 0.07 0.05
H 2.351 -3.044 0.066 -0.07 -0.21 0.13 0.06
H -1.455 -4.364 0.564 -0.01 0.23 0.11 0.07
H -2.309 -2.802 0.765 0.11 -0.27 0.02 0.05
H -0.478 0.885 -3.409 0.08 -0.26 0.27 0.13
H 1.576 -3.099 1.668 0.02 -0.14 -0.16 0.06
H 0.867 -0.160 -4.008 0.25 0.17 0.75 0.16
H -2.447 2.671 1.023 0.11 0.23 0.05 0.05
H 1.501 3.112 1.768 0.03 0.15 -0.15 0.06
H -1.229 2.968 2.290 -0.06 0.10 -0.23 0.03


Entry 2:
35
Properties=species:S:1:pos:R:3:forces:R:3:lowdin_charge:R:1 method="wB97M-V/def2-TZVPD" smiles=CCO[Si](CCCCl)(OCC)OCC relative_energy_kj_mol=80.2 gap_ev=10.86
Cl -3.590 0.334 -2.350 0.24 0.51 -0.33 0.58
Si 0.149 -0.201 -0.152 0.79 1.92 1.07 0.33
O -0.137 1.416 -0.421 0.34 0.17 0.91 -0.17
O 0.372 -0.266 1.547 -0.07 0.36 -1.36 -0.17
O 1.399 -0.559 -1.166 0.75 -0.73 1.00 -0.18
C -3.736 -0.807 -1.023 0.69 -0.86 1.46 -0.60
C 0.775 2.830 1.474 0.42 -0.51 -0.17 -0.08
C -0.021 -1.850 3.389 -0.16 0.78 0.79 -0.08
C 2.911 0.402 -2.970 -1.65 -0.75 0.36 -0.05
C 1.449 -0.201 -2.543 0.77 1.34 -0.35 -0.25
C 0.915 -1.312 2.318 1.05 -1.93 -0.63 -0.32
C -2.587 -0.720 0.035 -1.20 1.14 -0.32 -0.30
C 0.806 2.429 0.002 0.62 0.90 -1.38 -0.28
C -1.317 -1.152 -0.595 0.80 -0.81 -1.52 -0.24
H 0.680 0.582 -2.638 0.24 -0.19 -0.67 0.10
H -0.071 -1.015 4.089 -1.03 0.21 0.01 0.07
H 1.111 -2.126 1.582 0.57 0.17 0.74 0.11
H 1.183 -1.100 -3.132 0.26 0.60 0.07 0.11
H -0.984 -2.174 2.990 -0.07 0.38 0.09 0.07
H 0.617 3.348 -0.630 -0.21 -0.98 0.63 0.13
H 0.306 -2.634 4.091 0.63 -0.12 -0.94 0.08
H -0.245 3.027 1.785 -0.02 0.43 0.10 0.08
H 3.283 1.089 -2.193 -0.17 -0.46 -0.21 0.06
H -1.403 -1.134 -1.711 0.14 0.20 0.70 0.09
H -4.674 -0.611 -0.538 -0.53 -0.11 0.00 0.06
H 1.496 3.632 1.689 -0.62 0.33 -0.42 0.08
H -2.806 -1.241 0.970 -0.29 -0.42 -0.35 0.11
H -1.056 -2.183 -0.399 -0.11 -0.59 0.22 0.09
H -2.486 0.316 0.378 -0.25 0.11 -0.25 0.10
H 1.855 -0.995 2.847 -0.63 -0.17 -0.86 0.13
H 1.841 2.147 -0.320 -0.65 -0.13 0.45 0.11
H 2.948 0.942 -3.940 -0.59 -0.34 0.57 0.07
H -3.697 -1.803 -1.479 -0.32 0.18 0.22 0.07
H 1.158 2.051 2.110 -0.12 -0.71 0.12 0.05
H 3.555 -0.464 -3.094 0.38 0.07 0.28 0.05


Entry 3:
34
Properties=species:S:1:pos:R:3:forces:R:3:lowdin_charge:R:1 method="wB97M-V/def2-TZVPD" relative_energy_kj_mol=51.0 total_charge=+1 gap_ev=8.65
S 2.695 -0.710 -0.071 -0.07 -0.26 0.95 0.78
F -1.372 2.574 1.218 -0.09 0.70 1.37 0.09
O 2.398 -3.624 2.484 -0.09 -0.01 0.03 -0.09
N -1.493 1.862 -2.152 -1.42 0.64 -0.59 0.11
C 1.283 0.834 -1.892 0.23 -0.05 0.78 -0.25
C 0.095 -2.986 2.936 -0.02 -0.05 0.02 -0.09
C 1.315 -0.542 -1.210 0.15 0.66 -0.96 -0.56
C -2.311 0.705 -1.651 -0.05 0.02 0.77 -0.07
C -0.687 2.316 -0.984 2.13 -0.38 0.79 -0.17
C -1.365 1.676 0.240 -1.40 -0.27 -1.91 -0.33
C 0.835 1.977 -0.971 -0.63 -0.32 -1.35 -0.12
C 1.519 -3.074 3.458 0.03 0.16 -0.29 -0.32
C -2.738 1.246 -0.295 0.81 0.06 0.08 -0.06
H 1.088 1.712 0.040 0.21 0.08 0.49 0.10
H -0.900 0.747 0.532 0.73 -0.05 0.42 0.15
H -1.028 1.769 -3.057 0.37 -0.44 0.29 0.18
H -2.210 2.574 -2.324 0.30 0.21 -0.06 0.19
H -0.264 -3.972 2.642 0.00 -0.01 0.04 0.08
H 3.760 -0.363 -0.806 -0.28 -0.01 -0.41 -0.12
H -0.714 3.392 -0.946 -0.60 0.36 0.20 0.16
H -3.160 0.454 -2.261 0.04 -0.06 -0.67 0.14
H 1.565 -3.725 4.328 0.06 -0.04 -0.01 0.11
H 1.880 -2.083 3.754 -0.07 -0.01 0.13 0.11
H -1.613 -0.104 -1.523 0.02 -0.62 -0.18 0.12
H 0.052 -2.344 2.048 0.01 0.06 0.04 0.05
H 1.394 2.859 -1.243 0.11 0.37 0.03 0.12
H 2.301 1.045 -2.172 0.39 0.14 -0.34 0.10
H -3.191 0.504 0.332 -0.35 -0.37 0.20 0.13
H 0.421 -0.685 -0.620 -0.18 -0.27 0.36 0.04
H 2.370 -3.048 1.711 0.11 -0.06 0.02 0.03
H -0.578 -2.578 3.692 0.00 0.02 -0.02 0.07
H 1.318 -1.288 -1.991 0.14 -0.47 -0.02 0.08
H 0.739 0.793 -2.830 -0.26 -0.06 -0.25 0.10
H -3.405 2.086 -0.417 -0.33 0.34 0.04 0.13


Entry 4:
36
Properties=species:S:1:pos:R:3:forces:R:3:lowdin_charge:R:1 method="wB97M-V/def2-TZVPD" relative_energy_kj_mol=1187.1 gap_ev=8.89
O 4.179 -1.932 2.586 -0.47 0.59 -1.68 0.00
O -2.690 -0.921 -2.437 -0.94 -1.02 -0.12 0.01
O -0.729 1.325 1.747 2.23 0.28 -0.75 -0.02
N -0.088 1.321 -0.437 -0.79 0.02 -0.84 -0.10
N 3.754 -0.408 0.859 -0.71 -0.95 1.40 -0.18
N -3.522 -1.035 -0.361 -0.84 -1.72 0.19 -0.17
C 0.926 0.899 -1.459 -0.88 2.26 0.70 -0.01
C -2.923 0.198 0.061 -3.26 -4.89 2.59 -0.06
C 4.199 -1.606 1.397 0.04 0.72 1.61 -0.31
C -1.508 1.701 -0.886 4.09 3.62 -1.31 -0.05
C 4.168 -0.043 -0.481 -0.48 0.00 1.19 -0.05
C -4.309 -1.834 0.525 -1.51 -0.98 0.15 -0.08
C -3.410 -1.525 -1.638 1.75 2.23 1.11 -0.27
C 0.194 1.245 0.902 -4.92 0.24 -0.48 -0.25
C 2.899 0.545 1.626 3.89 -0.42 0.31 0.01
H 2.897 0.298 2.688 -0.52 -0.55 -0.21 0.11
H -4.155 -1.817 1.604 0.52 0.91 -0.15 0.09
H 1.934 0.781 1.179 8.38 -3.68 0.76 -0.04
H 0.976 1.799 -2.073 0.56 -0.12 -0.43 0.09
H 4.669 -2.270 0.655 -0.04 0.14 -0.17 0.13
H -2.640 0.143 1.113 0.09 0.07 -0.13 0.12
H -5.349 -1.589 0.313 -0.39 -0.24 0.54 0.09
H 0.696 0.084 -2.145 -0.36 -0.35 0.64 0.10
H 3.253 0.284 -0.976 1.03 -0.48 -0.75 0.04
H 4.654 -0.944 -0.858 -0.12 0.40 -0.72 0.09
H -4.175 -2.896 0.320 -0.04 -0.08 -0.33 0.08
H 3.428 1.498 1.628 0.12 0.40 -0.17 0.11
H -2.036 2.180 -0.061 0.66 0.02 0.04 0.09
H 1.878 0.791 -0.940 -0.70 -0.09 -0.33 0.03
H -2.049 0.237 -0.590 -1.31 -12.25 8.99 0.00
H -3.549 1.075 -0.105 -0.11 -0.22 -0.26 0.13
H 1.247 1.027 1.141 -8.46 2.96 -0.59 0.00
H 4.856 0.800 -0.413 0.22 0.00 -0.29 0.10
H -2.035 0.749 -0.947 1.83 12.67 -9.83 -0.09
H -3.953 -2.474 -1.768 0.16 0.15 -0.44 0.14
H -1.689 2.313 -1.770 1.29 0.34 -0.22 0.11


Entry 5:
37
Properties=species:S:1:pos:R:3:forces:R:3:lowdin_charge:R:1 method="wB97M-V/def2-TZVPD" relative_energy_kj_mol=714.6 total_charge=+2 gap_ev=1.89
Sn -3.184 1.566 1.895 0.10 -0.08 -0.11 1.45
O 2.353 4.594 1.559 -1.65 -0.80 -0.24 0.08
O 1.782 -0.661 -0.757 -4.01 0.06 1.93 0.10
O -6.248 -2.942 -0.582 0.31 0.89 0.10 0.06
N 3.936 -1.027 -0.561 2.44 -0.86 1.36 0.04
N 4.273 5.411 0.795 0.81 0.72 -0.20 0.02
N -7.738 -4.578 -0.162 0.41 1.19 -0.38 0.02
C 3.954 -1.419 0.871 -1.02 0.08 0.12 -0.04
C 2.845 -0.771 -1.262 1.88 0.60 -1.14 -0.61
C 4.180 4.850 3.110 -0.73 -0.50 0.73 0.01
C 3.494 4.923 1.755 1.16 0.11 1.26 -0.56
C 4.071 5.423 -0.619 0.13 0.10 -0.67 -0.05
C -6.673 -4.057 -0.829 -0.65 -0.74 0.01 -0.54
C -6.011 -4.942 -1.836 1.07 -0.86 -0.48 0.00
C -8.529 -3.729 0.759 0.69 -1.56 0.14 -0.04
C 2.986 -0.505 -2.723 0.61 0.53 -0.74 0.02
H 3.914 0.019 -2.951 0.32 -0.32 0.06 0.09
H 4.472 6.377 -0.962 -0.10 -0.18 -0.43 0.10
H -6.595 -5.821 -2.110 0.00 0.08 0.09 0.09
H -7.881 -3.021 1.276 -0.07 0.03 -0.36 0.08
H 4.659 4.599 -1.024 0.13 0.06 -0.38 0.09
H 5.087 5.930 1.092 0.05 -0.32 0.12 0.15
H -5.041 -5.262 -1.454 -0.16 -0.42 0.75 0.09
H -9.362 -3.246 0.249 0.08 -0.03 0.14 0.09
H 3.736 4.057 3.714 -0.24 -0.18 -0.31 0.08
H -8.010 -5.536 -0.330 -0.04 0.27 -0.02 0.14
H -8.837 -4.462 1.505 -0.65 0.46 0.16 0.09
H 4.804 -1.067 -1.077 -0.08 -0.15 0.17 0.14
H 2.225 0.208 -3.038 -0.30 -0.52 0.01 0.09
H -5.593 -4.501 -2.740 -0.94 0.76 -0.09 0.09
H 3.054 5.294 -0.989 -0.06 0.14 0.59 0.09
H 5.242 4.605 3.093 0.01 0.52 -0.28 0.09
H 2.955 -1.448 -3.268 -0.16 0.17 -0.15 0.10
H 3.937 5.731 3.704 0.41 0.30 -0.20 0.09
H 4.883 -1.336 1.436 0.36 0.45 -0.90 0.09
H 3.223 -0.809 1.402 -0.01 0.14 -0.13 0.08
H 3.640 -2.446 1.061 -0.12 -0.16 -0.54 0.09


Entry 6:
35
Properties=species:S:1:pos:R:3:forces:R:3:lowdin_charge:R:1 method="wB97M-V/def2-TZVPD" relative_energy_kj_mol=0.0 gap_ev=9.15
Si -0.864 0.313 0.693 -0.38 1.13 -0.51 0.35
O -1.354 1.469 1.854 1.51 -1.80 -1.12 -0.21
O 0.406 -0.478 1.387 -0.40 0.12 -0.45 -0.22
O -2.026 -0.819 0.322 0.48 1.58 -0.31 -0.18
N 2.243 0.227 -1.910 -0.30 0.26 -0.81 -0.07
C -0.400 1.217 -0.893 -0.38 -0.67 0.36 -0.18
C -1.982 -1.889 1.196 -0.08 -1.05 1.83 -0.17
C 0.909 1.962 -0.712 0.59 0.35 -0.21 -0.24
C 2.132 1.048 -0.694 -0.20 -1.01 0.22 -0.23
C 0.809 -1.841 -1.760 -0.23 -0.14 0.48 -0.20
C 0.020 -2.041 -2.787 0.15 0.36 -0.83 0.01
C 0.690 -0.200 2.741 -0.26 0.48 0.16 -0.12
C 2.155 -1.235 -1.884 1.38 0.15 0.30 -0.24
C -2.633 2.005 1.839 -0.48 0.81 0.08 -0.15
H 2.836 -1.648 -1.092 -0.55 0.51 -0.56 0.13
H 1.070 2.655 -1.537 -0.14 0.21 -0.16 0.11
H 2.060 0.369 0.180 0.17 0.33 -0.50 0.10
H 0.463 -2.116 -0.787 -0.10 -0.26 0.67 0.08
H -1.297 -2.650 0.838 0.18 -0.25 -0.10 0.08
H 0.898 2.586 0.192 -0.01 -0.15 -0.05 0.11
H -2.618 3.053 1.493 -0.01 -0.31 0.11 0.09
H 1.067 0.820 2.805 0.09 -0.01 0.40 0.09
H -3.280 1.434 1.190 -0.53 -0.13 -0.19 0.07
H -2.971 -2.356 1.293 0.14 0.26 0.08 0.09
H -0.928 -2.523 -2.722 -0.59 -0.11 0.10 0.05
H 0.328 -1.647 -3.751 -0.04 -0.34 -0.24 0.07
H 1.665 0.564 -2.703 0.58 -0.07 0.99 0.12
H -1.207 1.895 -1.143 -0.30 0.43 0.20 0.08
H -0.383 0.555 -1.768 0.21 -0.09 0.40 0.07
H -3.016 1.979 2.857 -0.26 0.07 0.03 0.09
H -1.593 -1.575 2.213 -0.73 -0.57 -0.84 0.09
H 1.400 -0.897 3.132 0.58 -0.43 -0.02 0.08
H 3.045 1.639 -0.572 -0.09 0.08 -0.03 0.10
H 2.573 -1.584 -2.839 0.03 0.10 0.18 0.11
H -0.219 -0.292 3.329 -0.05 0.17 0.31 0.07